197
Properties=species:S:1:pos:R:3:forces:R:3:mulliken_spin:R:1 method="wB97M-V/def2-TZVPD" e_homo_ha="-0.3395 / -0.3395" spin_multiplicity=2 orbital_gap_ev="6.3 / 2.4" total_charge=+1 s2=0.764 lumo_ev="-2.919 / -6.806"
C 1.42663 -6.50347 4.43144 -0.8 0.7 -0.1 0.000
C 0.68940 -6.06538 3.31799 3.0 -1.4 0.2 0.000
C -0.43666 -5.35609 3.43830 -1.5 -0.5 0.5 0.000
C -1.03916 -5.26302 4.69338 0.1 0.5 -0.6 0.000
C -0.35171 -5.66559 5.82748 -1.2 1.0 -1.3 0.000
C 0.90706 -6.21329 5.68564 -0.6 0.2 -0.9 0.000
O 1.62130 -6.43223 6.78666 1.6 -0.5 1.6 0.000
O -0.98626 -4.96105 2.27271 -0.3 0.2 -0.5 0.000
H 2.41471 -6.93186 4.35025 0.0 -0.2 -0.1 0.000
H 1.06693 -6.22939 2.31950 0.1 0.0 0.0 0.000
H -2.02563 -4.82712 4.75052 -0.1 0.1 0.2 0.000
H -0.87129 -5.38118 6.73056 0.5 -0.5 0.6 0.000
H 1.46816 -5.68952 7.37532 0.0 -0.2 0.3 0.000
H -1.49455 -4.16814 2.45852 -0.7 0.6 -0.1 0.000
C 4.88356 0.21620 3.98687 -0.7 -0.3 -0.4 0.000
C 4.98690 1.06818 5.03344 -0.1 1.8 1.3 0.000
C 4.82506 2.46814 4.88792 0.2 0.3 0.2 0.000
C 4.58088 3.08158 3.64804 0.8 -2.6 0.1 0.000
C 4.54608 2.16606 2.56751 -0.4 0.3 0.7 0.000
C 4.60582 0.76875 2.76079 0.4 0.9 -1.5 0.001
O 4.45841 -0.01412 1.64501 -0.3 0.7 -0.4 0.000
O 5.04970 3.32094 5.95791 0.1 0.1 -0.1 0.000
H 4.85170 -0.85287 4.13677 0.2 -0.1 -0.1 0.000
H 5.15761 0.67424 6.02443 0.1 0.1 0.2 0.000
H 4.53661 4.15459 3.53354 -0.1 0.0 0.0 0.000
H 4.41400 2.57770 1.57781 -0.1 -0.3 -0.2 0.000
H 4.75937 -0.91351 1.79374 0.1 -0.4 0.4 0.000
H 4.45145 3.20791 6.70015 -0.1 -0.4 -0.1 0.000
C -5.11709 -0.89409 4.24125 -1.1 0.3 0.2 0.000
C -3.94276 -1.17253 3.59358 0.5 2.0 0.0 0.000
C -3.49616 -2.40530 3.35605 -0.4 -2.9 0.4 0.000
C -4.31751 -3.49440 3.75991 -0.1 0.3 0.1 0.000
C -5.50516 -3.26085 4.44670 0.7 1.1 -1.1 0.000
C -5.94342 -1.93118 4.64550 1.4 -2.0 0.2 0.000
O -7.05775 -1.74345 5.33650 -1.7 1.9 0.8 0.000
O -2.27486 -2.61838 2.78706 -0.6 -1.5 -0.8 0.000
H -5.33580 0.15584 4.36854 -0.5 -0.1 0.3 0.000
H -3.30135 -0.35278 3.30549 0.0 0.3 -0.1 0.000
H -4.11738 -4.53715 3.56238 0.6 0.0 -0.2 0.000
H -6.11630 -4.10058 4.74295 -0.1 0.0 0.1 0.000
H -7.53743 -2.51045 5.65779 0.5 -0.3 -0.4 0.000
H -1.62239 -1.95394 3.02030 0.4 0.9 0.4 0.000
C 3.20384 -3.42882 0.81413 -0.7 -0.4 -0.9 0.000
C 2.44623 -4.47243 0.23755 1.2 0.1 0.7 0.000
C 2.82681 -5.78563 0.49630 0.7 -2.0 0.6 0.000
C 3.93858 -6.08789 1.31590 0.9 2.9 -0.4 0.000
C 4.74431 -4.97701 1.74535 -1.2 -2.8 -0.1 0.000
C 4.35039 -3.68960 1.55298 -1.5 -1.2 -0.8 0.000
O 5.03742 -2.72063 2.15062 0.9 2.0 0.6 0.000
O 2.08951 -6.82629 -0.04420 -0.4 1.0 -0.2 0.000
H 2.90238 -2.41455 0.59785 0.0 0.2 0.2 0.000
H 1.60388 -4.30252 -0.41665 -0.1 0.2 0.1 0.000
H 4.32203 -7.05986 1.58910 -0.5 -0.3 -0.3 0.000
H 5.63519 -5.18878 2.31796 0.2 0.0 0.1 0.000
H 5.69228 -3.12742 2.72271 0.2 0.2 0.1 0.000
H 2.46625 -7.69550 0.11119 0.3 0.1 0.2 0.000
C 2.49520 5.03896 0.85058 0.2 0.1 0.9 0.000
C 1.42539 4.43111 0.14848 0.4 1.8 1.8 0.001
C 0.19050 5.10696 0.20601 1.9 1.4 1.3 0.001
C 0.02186 6.32098 0.90263 1.6 -1.3 0.0 0.000
C 1.11031 6.78600 1.63311 -0.5 0.8 0.4 0.000
C 2.35868 6.18110 1.67346 -0.6 -0.8 -1.3 -0.001
O 3.41424 6.65465 2.43738 -0.5 -0.6 -0.7 0.000
O -0.86396 4.66135 -0.43958 -2.1 -1.1 -1.8 0.000
H 3.47562 4.58762 0.88886 0.1 -0.3 -0.2 0.000
H 1.56889 3.43117 -0.23352 -0.2 0.1 -0.5 0.000
H -0.92321 6.84362 0.91171 0.0 -0.1 -0.1 0.000
H 0.93732 7.69410 2.19152 0.1 0.2 0.2 0.000
H 3.19014 7.54270 2.72504 0.0 0.1 0.1 0.000
H -0.52153 4.35392 -1.28209 -0.3 -0.4 -0.1 0.001
C -0.98150 3.91887 -4.19705 -1.5 -0.2 0.6 -0.001
C -1.99582 3.69879 -5.09117 0.4 0.3 0.4 0.058
C -1.75093 3.87668 -6.48543 -2.0 -0.4 -1.1 0.245
C -0.45476 4.04204 -6.91793 2.7 0.6 1.1 -0.002
C 0.60018 4.21377 -5.97728 -1.5 -0.2 -2.0 0.085
C 0.33424 4.16341 -4.58520 2.0 0.3 0.6 0.273
O 1.32739 4.34437 -3.65615 -3.3 -0.1 -1.1 0.122
O -2.81618 3.88679 -7.34573 0.8 -0.3 2.3 0.114
H -1.24655 3.86633 -3.15140 0.2 -0.2 0.1 0.015
H -2.94857 3.38029 -4.69466 -0.3 0.3 -0.3 0.000
H -0.25842 4.10475 -7.97808 0.2 0.1 0.0 0.000
H 1.57154 4.48738 -6.36199 0.2 -0.2 0.2 0.001
H 2.09777 3.85517 -3.95413 1.7 -0.3 -0.4 -0.002
H -2.62746 3.90386 -8.28685 0.6 0.1 -0.2 -0.005
C -4.65568 -1.33975 -0.95040 -2.8 1.4 -1.8 0.000
C -5.61458 -2.34063 -1.25620 2.9 -0.1 1.4 0.000
C -6.79820 -2.11686 -1.89099 -0.8 1.3 -1.6 0.000
C -7.04852 -0.84277 -2.38362 0.8 1.0 1.0 0.000
C -6.10805 0.18644 -2.18447 -2.7 -0.8 -0.7 0.000
C -4.99335 -0.01083 -1.44494 1.1 -2.9 0.9 0.000
O -4.21733 1.02459 -1.21907 0.7 1.5 -0.1 0.000
O -7.62739 -3.13132 -2.22775 -0.1 -1.4 0.5 0.000
H -3.78532 -1.55548 -0.34845 0.1 0.1 0.0 0.000
H -5.27010 -3.31418 -0.94006 -0.7 -0.4 0.0 0.000
H -8.01625 -0.52163 -2.73967 -0.1 -0.4 -0.5 0.000
H -6.43061 1.14969 -2.55122 0.5 0.3 0.2 0.000
H -3.36459 0.68736 -0.93497 0.8 0.4 0.7 0.000
H -8.51470 -2.84621 -2.45793 0.1 0.3 0.0 0.000
C 1.51180 -0.25915 -4.90378 1.0 -0.3 -1.4 0.002
C 2.16905 0.77014 -4.27015 0.7 1.5 -1.0 -0.007
C 2.81204 1.79150 -5.04250 -0.3 -2.6 -0.5 0.037
C 2.89076 1.65287 -6.44535 -0.1 0.5 1.5 0.004
C 2.30502 0.57972 -7.06614 -0.5 -1.4 -0.3 -0.009
C 1.65360 -0.41842 -6.32993 -1.5 0.3 2.0 0.034
O 1.02441 -1.44330 -6.98394 0.7 0.6 -0.8 0.009
O 3.49716 2.79479 -4.46904 -0.5 1.9 -0.3 0.011
H 1.03990 -0.99928 -4.27456 -0.2 -0.3 -0.2 -0.001
H 2.28193 0.79982 -3.19647 -0.3 0.2 0.2 0.008
H 3.46490 2.39864 -6.97505 0.0 0.0 -0.2 0.001
H 2.35792 0.42486 -8.13368 0.1 0.2 -0.1 0.000
H 0.45873 -2.02584 -6.47184 0.2 0.3 0.6 -0.001
H 4.05889 2.54203 -3.73272 0.6 -0.8 1.0 0.001
C 2.56526 -2.55853 5.15546 0.7 0.9 1.6 0.000
O 1.36555 -2.44294 4.39007 -0.2 0.8 -0.6 0.000
P 0.62880 -1.01192 4.36476 1.4 0.7 2.2 0.000
O -0.48535 -0.88539 3.41308 0.4 -0.2 0.2 0.000
O 0.28071 -0.82044 5.94970 1.1 2.1 -2.3 0.000
C -0.73132 -1.51676 6.56892 -0.7 -3.0 0.6 0.000
O 1.79716 0.08395 4.16172 -0.4 -2.0 0.8 0.000
C 1.61771 1.49727 4.24332 -0.9 0.6 -0.9 0.001
H 3.39934 -3.02333 4.62975 -0.4 0.2 -0.4 0.000
H 2.49749 -3.00897 6.14572 -1.0 -1.3 -0.4 0.000
H 2.82484 -1.59727 5.59895 0.5 0.6 -1.0 0.000
H -1.02481 -1.17472 7.56138 0.1 0.8 -0.4 0.000
H -0.30456 -2.50452 6.74306 -0.1 -0.5 0.3 0.000
H -1.58712 -1.76019 5.93928 -0.3 0.7 -0.1 0.000
H 0.69573 1.75602 4.76399 -0.1 -0.1 -0.1 0.000
H 1.58208 1.78775 3.19335 -0.3 0.6 0.2 -0.001
H 2.42780 2.07553 4.68769 0.2 -0.9 0.2 0.000
C -4.78537 -2.94737 -5.51493 2.0 0.0 0.0 0.000
O -5.58011 -2.48822 -6.57007 -0.8 1.0 -1.2 0.000
P -5.10119 -1.41221 -7.70096 -2.2 0.3 -0.3 0.000
O -6.26609 -1.04765 -8.58608 2.5 -0.8 1.6 0.000
O -3.84467 -2.14306 -8.42472 0.1 3.6 2.9 0.000
C -3.97685 -3.28314 -9.17932 -0.7 -1.3 -0.6 0.000
O -4.45082 -0.13084 -6.89371 0.6 -2.0 -1.0 -0.001
C -5.07479 0.69766 -5.90338 -0.5 0.1 -0.6 0.000
H -4.26625 -3.87225 -5.76637 -0.3 -0.4 -0.3 0.000
H -5.29776 -3.11361 -4.56734 -0.4 0.5 -0.3 0.000
H -3.95374 -2.24720 -5.43580 0.0 0.2 0.8 0.000
H -4.31605 -4.11021 -8.55561 -0.4 -0.1 -0.1 0.000
H -2.98451 -3.57787 -9.52065 -0.2 0.3 -0.4 0.000
H -4.70487 -3.01692 -9.94561 0.2 -0.8 -0.5 0.000
H -5.89738 0.18210 -5.40774 0.1 0.0 0.1 0.000
H -5.44227 1.60032 -6.39150 -0.3 -0.1 -0.2 0.000
H -4.32748 1.05345 -5.19414 0.1 -0.5 0.1 0.002
C -0.84922 6.15307 5.42540 0.3 -0.4 1.8 0.000
O -2.00469 5.94822 4.68062 -1.8 -1.0 -1.3 0.000
P -2.62796 4.51364 4.31965 0.5 0.0 -1.5 0.000
O -2.53200 3.39889 5.29998 -0.1 1.3 -1.0 0.000
O -1.90786 4.23843 2.88039 0.0 -0.8 1.2 0.000
C -1.55447 2.90698 2.44009 0.5 0.0 -0.1 0.000
O -4.07689 4.97648 3.79301 0.3 0.6 0.5 0.000
C -4.99657 3.98424 3.36398 -0.7 -1.6 1.0 0.000
H -1.02661 7.05543 6.01054 0.4 0.2 -0.3 0.000
H 0.08144 6.17414 4.85837 -0.2 0.2 -0.3 0.000
H -0.78478 5.36326 6.17383 0.3 -0.2 0.1 0.000
H -1.62029 2.11877 3.19009 -0.7 0.2 0.3 0.000
H -0.49086 2.89312 2.20208 0.1 0.4 -0.3 0.000
H -2.12617 2.66022 1.54546 0.0 0.0 0.2 0.000
H -4.52916 3.00974 3.50534 -0.1 -0.2 -0.5 0.000
H -5.48301 4.04264 2.39029 1.1 0.7 -0.5 0.000
H -5.87537 3.92580 4.00616 0.2 0.5 0.6 0.000
C 4.57635 -1.32839 -1.96248 0.5 -0.7 -1.6 0.000
O 5.92185 -0.78225 -2.23914 -1.1 -0.1 0.6 0.000
P 6.27406 0.73145 -2.55820 0.7 -0.4 1.0 0.000
O 5.06920 1.59226 -2.49136 0.3 0.2 -0.5 0.000
O 7.41745 1.05312 -1.43612 -0.1 0.2 -4.6 0.000
C 7.02913 1.50981 -0.19755 -1.5 -1.0 2.4 0.000
O 7.06727 0.65763 -3.97143 -0.1 -0.1 1.9 0.000
C 6.29533 0.30283 -5.10309 -1.1 -0.4 -1.2 0.000
H 3.72262 -0.65125 -1.98969 0.6 0.6 0.4 0.000
H 4.55632 -1.99884 -1.10330 0.5 0.6 0.2 0.000
H 4.41167 -1.97957 -2.82093 -0.1 -0.2 0.0 0.000
H 6.17356 2.18456 -0.16889 0.3 0.4 -0.5 0.000
H 7.85279 1.87010 0.41881 0.1 0.1 -0.6 0.000
H 6.64740 0.59529 0.25635 -0.1 0.1 0.9 0.000
H 5.99259 1.21826 -5.61144 -0.2 -0.2 0.0 0.000
H 5.45921 -0.37491 -4.93079 -0.7 0.6 1.0 0.000
H 6.71348 -0.37994 -5.84274 1.7 0.5 0.2 0.000
C -1.81970 0.12128 -3.30036 -0.7 0.0 0.1 0.004
O -0.85328 0.84475 -2.53416 1.8 -0.1 0.9 0.013
P -0.59749 0.44463 -0.99190 -1.1 -0.7 0.2 -0.001
O -1.82591 0.72247 -0.18143 2.0 0.0 -0.4 -0.001
O -0.26138 -1.11752 -1.02957 -0.1 0.2 0.4 0.002
C -0.83050 -2.03288 -0.04880 -0.3 -0.4 0.4 -0.001
O 0.82811 1.11496 -0.60125 -1.4 0.0 -0.3 -0.008
C 1.45270 0.59311 0.57954 1.5 -1.7 1.1 -0.002
H -2.28748 -0.67393 -2.71991 -0.2 0.2 0.2 0.000
H -1.42771 -0.37562 -4.18780 0.6 0.4 0.1 0.001
H -2.54889 0.87450 -3.59875 -0.2 -0.3 0.0 -0.004
H -0.06997 -2.64304 0.43846 0.4 0.1 -0.4 0.000
H -1.52857 -2.70259 -0.55107 0.1 0.1 -0.1 0.000
H -1.35453 -1.55783 0.78055 0.0 0.5 -0.4 0.000
H 2.06066 1.23164 1.22046 -0.8 1.4 -0.5 0.000
H 2.27203 -0.09629 0.37575 -0.1 -0.2 -1.1 0.000
H 0.85572 -0.02350 1.25148 -0.9 0.5 -0.2 0.000